Record 1
{
  "formula": "C9H19NO2S",
  "method": "ωB97M-V with the def2-TZVPD basis set",
  "homo_ev": -8.5,
  "mol_weight_da": 205.32,
  "e_above_lowest_kcal_mol": 0.0,
  "e_tot_ev": -26060.7132,
  "smiles": "CCCOC(=S)OCCCN(C)C",
  "orbital_gap_ev": 9.243,
  "species": ["C", "C", "C", "O", "C", "S", "O", "C", "C", "C", "N", "C", "C", "H", "H", "H", "H", "H", "H", "H", "H", "H", "H", "H", "H", "H", "H", "H", "H", "H", "H", "H"],
  "coordinates": [[3.6010, -1.9032, 0.6447], [3.0137, -0.5317, 0.3967], [1.9015, -0.5193, -0.6338], [1.4612, 0.8398, -0.8803], [0.5052, 1.4234, -0.1809], [-0.0378, 2.9246, -0.5815], [0.1414, 0.7166, 0.8612], [-1.0549, 1.0080, 1.6199], [-2.3264, 0.5310, 0.9238], [-2.4129, -0.9744, 0.6675], [-1.4625, -1.4932, -0.2951], [-1.6724, -0.9575, -1.6242], [-1.5482, -2.9265, -0.3330], [4.2732, -1.8801, 1.5165], [2.8373, -2.6871, 0.8653], [4.2445, -2.3291, -0.1649], [3.7880, 0.1967, 0.0824], [2.6485, -0.1904, 1.3777], [1.0758, -1.1687, -0.3465], [2.2992, -0.8992, -1.5969], [-1.0932, 2.0992, 1.8451], [-0.8835, 0.4994, 2.5746], [-3.1841, 0.7951, 1.5896], [-2.4695, 1.0376, -0.0387], [-3.4248, -1.1931, 0.2893], [-2.2176, -1.5332, 1.5744], [-1.1022, -1.5307, -2.3762], [-2.7694, -1.0357, -1.8956], [-1.3070, 0.0858, -1.6332], [-1.3822, -3.3311, 0.6761], [-2.5347, -3.2616, -0.6811], [-0.8173, -3.3649, -1.0187]],
  "atomic_forces_ev_per_a": [[0.749, -1.452, -0.072], [0.203, 0.512, 0.367], [0.418, -0.357, -0.065], [0.045, -0.259, -0.445], [0.172, 0.487, 0.042], [-0.114, -0.143, -0.058], [-0.258, -0.651, 0.415], [0.028, 0.836, 0.138], [-0.263, -0.147, 0.231], [0.220, 0.240, -0.256], [0.624, -0.047, -0.378], [-0.321, 0.308, -0.181], [-0.013, -0.598, 0.327], [-0.285, 0.078, -0.167], [0.328, 0.685, -0.149], [-0.646, 0.552, 0.259], [-0.282, -0.431, 0.142], [-0.166, 0.158, -0.417], [-0.210, 0.232, 0.098], [-0.291, 0.501, 0.367], [0.026, -0.703, -0.402], [-0.098, -0.128, -0.265], [0.591, -0.035, -0.518], [0.052, 0.232, 0.377], [-0.220, -0.077, 0.292], [-0.286, -0.042, 0.430], [-0.158, 0.250, 0.406], [0.828, 0.324, -0.006], [-0.499, -0.372, -0.369], [-0.018, -0.009, -0.313], [-0.231, -0.133, 0.032], [0.075, 0.188, 0.138]]
}

Record 2
{
  "formula": "C9H20AlBrClNO2P",
  "method": "ωB97M-V with the def2-TZVPD basis set",
  "charge": -1,
  "homo_ev": -4.0,
  "mol_weight_da": 347.58,
  "e_above_lowest_kcal_mol": 60.0,
  "e_tot_ev": -113695.6397,
  "orbital_gap_ev": 6.993,
  "species": ["C", "C", "P", "C", "C", "Al", "Cl", "C", "C", "O", "Br", "C", "C", "O", "C", "N", "H", "H", "H", "H", "H", "H", "H", "H", "H", "H", "H", "H", "H", "H", "H", "H", "H", "H", "H", "H"],
  "coordinates": [[3.5699, -0.4580, 2.1280], [2.4927, 0.5230, 1.4178], [2.0458, -0.1938, -0.3156], [1.8313, -2.0853, -0.0279], [1.6267, -2.8271, -1.4656], [-0.0337, 0.7193, -0.8310], [-0.7431, -0.2413, -2.7773], [-0.0493, 2.7425, -1.1350], [1.3165, 3.3849, -1.6394], [1.5070, 4.6036, -1.3703], [2.7197, 2.4697, -2.6887], [-1.2979, 0.2762, 0.7295], [-2.8136, 0.7519, 0.5062], [-3.0657, 1.3036, -0.8117], [-3.7701, -0.5128, 0.8310], [-3.8803, -1.4919, -0.2946], [3.0665, -1.3271, 2.6824], [4.1983, -0.9588, 1.3007], [4.2460, 0.1228, 2.8544], [1.5442, 0.6391, 2.0366], [2.9168, 1.5613, 1.2051], [2.7625, -2.5409, 0.4754], [0.9166, -2.3162, 0.6385], [0.5331, -3.1359, -1.6174], [1.9959, -2.1067, -2.2718], [2.2936, -3.7529, -1.5301], [-0.8384, 2.9909, -1.9391], [-0.3930, 3.2685, -0.1863], [-1.2805, -0.8713, 0.8272], [-0.8255, 0.7336, 1.6711], [-3.0638, 1.5565, 1.2982], [-4.0178, 1.1017, -0.9746], [-3.3141, -1.0384, 1.7489], [-4.8242, -0.1727, 1.1566], [-2.9264, -1.6958, -0.6200], [-4.4455, -1.0221, -1.0111]],
  "atomic_forces_ev_per_a": [[-0.115, 0.195, -0.378], [-0.106, -0.601, 0.231], [1.364, -0.810, 0.447], [-0.679, -0.975, 0.076], [0.394, 0.342, 0.512], [-1.314, -0.027, -0.079], [0.276, 0.141, 0.594], [0.612, -0.108, -1.012], [-1.720, 5.251, 2.122], [0.131, -4.738, -1.237], [-0.822, 0.182, 0.344], [-0.514, -0.005, -0.457], [0.296, -0.669, 2.132], [-0.922, -0.813, 0.908], [0.109, 0.314, 0.667], [-0.166, 0.973, 1.092], [0.572, 1.414, -0.700], [-0.708, 0.969, 1.321], [-0.956, -0.958, -1.045], [1.331, -0.097, -0.450], [-0.430, -1.397, 0.416], [-1.419, 0.904, -0.686], [1.425, 0.224, -0.870], [1.678, 0.634, 0.019], [-0.822, -1.049, 0.868], [-0.976, 1.120, 0.165], [1.256, -0.509, 1.035], [0.814, -0.274, -1.255], [0.049, 1.575, 0.062], [-0.904, -0.698, -1.159], [0.339, -1.026, -1.154], [1.110, 0.424, -0.085], [-0.706, 0.820, -1.387], [1.411, -0.475, -0.705], [-0.681, 0.318, -0.307], [0.794, -0.570, -0.047]]
}

Record 3
{
  "formula": "C9H20BF4GeNO4Se2Te2W",
  "method": "ωB97M-V with the def2-TZVPD basis set",
  "homo_ev": -7.5,
  "mol_weight_da": 962.64,
  "e_above_lowest_kcal_mol": 25.9,
  "e_tot_ev": -234507.1023,
  "orbital_gap_ev": 5.210,
  "species": ["W", "Se", "Te", "Te", "Se", "O", "N", "O", "C", "C", "C", "C", "Ge", "C", "C", "C", "C", "H", "H", "H", "H", "H", "H", "H", "H", "H", "H", "H", "H", "H", "H", "H", "H", "H", "H", "H", "F", "B", "F", "F", "F", "O", "C", "O", "H"],
  "coordinates": [[-0.2591, -2.7244, 0.2277], [-1.8389, -5.0951, -0.7824], [-2.4224, -7.3884, -1.4821], [0.0761, -8.0795, -0.4888], [0.1663, -5.7461, 0.2394], [-1.3429, -3.3334, 1.7095], [-0.8272, -2.0642, 1.9839], [0.5341, -2.3392, 1.9667], [0.2047, 4.2515, 3.1623], [-0.4769, 2.9340, 2.8116], [0.2113, 2.2048, 1.6618], [-0.4779, 0.8788, 1.3154], [0.5222, -0.1964, 0.0525], [0.1933, 0.2644, -1.8120], [0.2565, 1.7669, -2.1524], [1.6241, 2.2525, -2.6258], [2.7085, 2.2062, -1.5541], [-0.3067, 4.7615, 3.9795], [0.2163, 4.9253, 2.3024], [1.2405, 4.0850, 3.4667], [-1.5226, 3.1139, 2.5446], [-0.4946, 2.2776, 3.6865], [1.2579, 2.0240, 1.9324], [0.2382, 2.8690, 0.7920], [-1.4830, 1.0358, 0.9190], [-0.5893, 0.2774, 2.2172], [1.9986, -0.2586, 0.4476], [-0.8056, -0.1214, -2.0108], [0.8739, -0.3050, -2.4496], [-0.0595, 2.3706, -1.2956], [-0.4754, 1.9762, -2.9365], [1.5209, 3.2781, -2.9905], [1.9347, 1.6522, -3.4869], [2.4236, 2.8030, -0.6836], [3.6536, 2.5985, -1.9324], [2.8924, 1.1866, -1.2107], [-4.0831, -1.6453, -1.5506], [-3.8446, -1.5032, -0.2563], [-1.7031, -1.8561, -0.5651], [-3.6550, -0.2988, 0.2559], [-3.9783, -2.5446, 0.5391], [0.3483, -2.8618, -1.8998], [1.5122, -3.1318, -1.5289], [1.7885, -2.9408, -0.3100], [2.2495, -3.5599, -2.2089]],
  "atomic_forces_ev_per_a": [[1.432, 1.117, 0.233], [-0.311, 1.041, 0.195], [-0.023, -1.479, -0.317], [-0.352, -1.626, -0.857], [0.347, 1.159, 1.032], [-0.024, 0.107, -0.123], [-0.374, -0.238, 0.468], [0.657, -0.069, 0.046], [-0.012, -0.037, -0.020], [-0.019, 0.007, 0.009], [-0.019, -0.030, -0.012], [-0.026, 0.179, 0.116], [0.099, -0.082, 0.258], [0.052, 0.170, -0.241], [-0.040, -0.030, 0.009], [0.027, -0.001, 0.031], [-0.029, -0.018, -0.026], [0.011, -0.002, -0.007], [0.001, 0.001, 0.013], [-0.009, 0.009, -0.002], [0.003, 0.004, -0.003], [0.004, 0.006, 0.000], [-0.007, -0.017, 0.011], [-0.001, -0.018, -0.005], [-0.012, 0.052, 0.014], [-0.022, 0.022, 0.035], [0.151, 0.044, -0.002], [-0.043, -0.002, -0.052], [-0.022, 0.060, -0.038], [-0.016, -0.004, -0.013], [0.017, -0.037, -0.034], [0.012, -0.002, 0.013], [-0.009, -0.002, -0.003], [0.001, -0.015, 0.001], [-0.012, 0.006, 0.010], [0.009, 0.015, -0.007], [-0.120, 0.095, -0.030], [0.148, -0.021, -0.060], [-1.062, 0.071, -0.944], [-0.098, 0.052, -0.034], [-0.176, -0.071, 0.112], [-0.491, -0.005, 0.013], [0.216, -0.159, -0.123], [0.036, -0.420, 0.419], [0.108, 0.169, -0.084]]
}

Record 4
{
  "formula": "C9H20BrIN3O3S",
  "method": "ωB97M-V with the def2-TZVPD basis set",
  "charge": 1,
  "homo_ev": -12.3,
  "mol_weight_da": 457.15,
  "e_tot_ev": -109242.3993,
  "orbital_gap_ev": 9.077,
  "species": ["C", "C", "I", "C", "N", "C", "N", "C", "C", "Br", "N", "H", "H", "H", "H", "H", "H", "H", "H", "H", "H", "H", "H", "O", "S", "O", "O", "C", "C", "C", "H", "H", "H", "H", "H", "H", "H", "H"],
  "coordinates": [[-4.1577, 3.2802, -1.3163], [-2.9598, 2.5401, -0.7347], [-3.4809, 1.7303, 1.1830], [-1.7416, 3.4721, -0.5761], [-0.6313, 3.1622, -1.5077], [-0.0276, 2.0112, -1.6110], [-0.3938, 0.8908, -0.9051], [-0.0152, -0.2481, -1.7640], [0.8632, 0.3567, -2.8856], [-0.0690, 0.3193, -4.5858], [1.0079, 1.7440, -2.4339], [-4.3564, 4.2018, -0.7686], [-3.9604, 3.5258, -2.3650], [-5.0478, 2.6554, -1.2905], [-2.7111, 1.6839, -1.3517], [-1.3428, 3.4717, 0.4351], [-2.0432, 4.4912, -0.8113], [-0.2802, 3.9237, -2.0750], [0.0407, 0.8516, 0.0156], [-0.8936, -0.6799, -2.2376], [0.4698, -1.0315, -1.1834], [1.8369, -0.0979, -3.0232], [1.2545, 2.4272, -3.1400], [2.4576, -1.4033, 3.5146], [2.4557, -1.9654, 2.2014], [1.5063, -1.4551, 1.2475], [2.3180, -3.5315, 2.2926], [1.2644, -4.0748, 3.1425], [-0.0977, -4.0080, 2.4918], [4.0686, -1.9131, 1.5074], [1.2885, -3.5544, 4.0995], [1.5738, -5.1032, 3.3097], [-0.4427, -2.9801, 2.3898], [-0.8135, -4.5521, 3.1077], [-0.0723, -4.4620, 1.5013], [4.7668, -2.3274, 2.2289], [4.2942, -0.8665, 1.3146], [4.0717, -2.4852, 0.5835]],
  "atomic_forces_ev_per_a": [[0.088, -0.124, -0.162], [-0.173, 0.311, 0.069], [0.037, -0.085, -0.021], [0.116, -0.157, -0.005], [0.142, 0.212, 0.035], [0.367, -0.026, 0.462], [-0.128, -0.165, -0.320], [0.181, -0.457, -0.080], [0.277, 0.221, 0.593], [0.078, -0.043, -0.145], [-0.569, 0.208, -0.801], [-0.056, -0.053, 0.015], [0.020, 0.085, 0.051], [-0.013, 0.040, 0.008], [0.022, -0.061, 0.095], [-0.023, -0.025, 0.022], [0.075, 0.011, 0.023], [-0.033, -0.072, 0.068], [-0.389, 0.007, 0.132], [-0.139, 0.026, 0.248], [0.180, 0.166, 0.008], [-0.067, -0.097, -0.083], [0.085, -0.063, -0.033], [-0.040, 0.084, 0.018], [0.047, -0.163, 0.117], [-0.050, 0.192, -0.285], [-0.065, 0.030, -0.086], [-0.116, -0.132, 0.214], [0.045, 0.092, -0.102], [0.014, 0.023, -0.025], [0.039, 0.060, -0.033], [0.058, 0.008, -0.064], [-0.002, 0.002, 0.023], [0.008, -0.013, 0.006], [-0.014, -0.043, 0.021], [0.000, -0.002, 0.002], [0.000, 0.002, 0.015], [-0.001, -0.004, 0.001]]
}